{
  "formula": "C4H7NO2",
  "method": "the ωB97M-V functional and the def2-TZVPD basis",
  "species": ["C", "C", "C", "N", "C", "O", "O", "H", "H", "H", "H", "H", "H", "H"],
  "coordinates": [[-1.1548, -0.6195, 0.5948], [0.3424, -0.4947, -0.3164], [1.5810, 0.3402, -0.1445], [0.0354, -1.3229, 0.8766], [-1.0775, 1.2242, -0.2865], [-1.5373, 0.4565, 1.2311], [-1.8255, 1.3317, -1.1876], [-0.0455, -2.3093, 0.6464], [-1.8985, -1.1156, -0.0409], [0.2301, -0.9866, -1.2794], [-0.3603, 1.8774, 0.1948], [1.5471, 0.8824, 0.8022], [2.4625, -0.3058, -0.1180], [1.7009, 1.0420, -0.9727]],
  "forces_ev_per_angstrom": [[1.169, -0.094, -1.131], [-0.672, -0.185, 0.447], [-0.067, 0.073, 0.004], [-0.081, -0.168, 0.099], [-1.130, -0.080, 0.659], [-0.025, 0.840, -0.630], [0.389, -0.151, 0.557], [-0.018, 0.095, 0.022], [0.126, -0.016, 0.055], [-0.022, -0.017, 0.069], [0.355, -0.331, -0.190], [0.019, 0.007, -0.043], [-0.034, -0.001, 0.031], [-0.009, 0.028, 0.052]],
  "lowdin_charge": [-0.38, -0.26, -0.09, 0.06, -0.20, -0.04, 0.11, 0.11, 0.16, 0.13, 0.15, 0.08, 0.08, 0.08],
  "multiplicity": 1,
  "e_lumo_ev": 0.89,
  "homo_energy_ev": -9.035,
  "mol_weight_g_mol": 101.10,
  "energy_ha": -361.7117,
  "de_lowest_kcal_mol": 106.2
}